Molecular formula: C5H8OS2
Method: DFT, the ωB97M-V functional and the def2-TZVPD basis

Calculated values
- SMILES: C=C(O)C=S.CC=S
- Energy: -29029.6396 eV

Geometry as ORCA input:
```
! wB97M-V def2-TZVPD RIJCOSX def2/J DEFGRID3
* xyz 0 1
C 1.5133 -1.2152 1.0861
C 1.6368 -0.6782 -0.1256
O 2.0767 -1.3822 -1.1569
C 1.3152 0.7025 -0.3250
S 1.2858 1.3965 -1.8331
H 1.5735 -2.2744 1.1310
H 1.0851 -0.5809 1.9421
H 2.3853 -0.8966 -1.8573
H 0.8149 1.2216 0.3824
C -2.0476 0.3065 0.7337
C -2.0068 0.9260 -0.5848
S -1.8314 0.0124 -2.0174
H -2.6276 0.9027 1.4403
H -0.9269 0.3538 1.0561
H -2.4345 -0.7692 0.6845
H -1.8119 1.9748 -0.5563
*
```

natural (NBO) population analysis, charges in e, atoms 1 to 6: number 1, C, carries -0.39; number 2, C, carries 0.21; number 3, O, carries -0.66; number 4, C, carries -0.30; number 5, S, carries 0.03; number 6, H, carries 0.22



Molecular formula: C4H7NO
Method: DFT, the ωB97M-V functional and the def2-TZVPD basis

Calculated values
- SMILES: CC1=N[C@]1(C)O
- Energy: -7796.7332 eV

Geometry as ORCA input:
```
! wB97M-V def2-TZVPD RIJCOSX def2/J DEFGRID3
* xyz 0 1
C 1.6713 1.2634 0.0397
C 0.8513 0.0936 -0.2011
N 0.7818 -1.1132 -0.6410
C -0.5126 -0.3876 -0.3799
C -1.2184 -0.9731 0.8073
O -1.2953 0.1460 -1.4248
H 1.5755 1.7307 1.0472
H 1.4189 2.0808 -0.7145
H 2.6707 1.1490 -0.1132
H -1.9949 -1.7447 0.4588
H -1.7925 -0.3406 1.4821
H -0.3834 -1.3518 1.3753
H -1.7723 -0.5526 -1.7358
*
```

natural (NBO) population analysis, charges in e, atoms 1 to 6: number 1, C, carries -0.68; number 2, C, carries 0.25; number 3, N, carries -0.34; number 4, C, carries 0.28; number 5, C, carries -0.65; number 6, O, carries -0.69



Molecular formula: H2MoO11P2S
Method: DFT, the ωB97M-V functional and the def2-TZVPD basis

Calculated values
- Energy: -53807.9538 eV

Geometry as ORCA input:
```
! wB97M-V def2-TZVPD RIJCOSX def2/J DEFGRID3
* xyz 2 1
Mo 0.8785 0.5751 -0.6703
O 1.5657 -0.6537 -1.7499
P -1.9654 -1.0320 0.2266
O -3.3472 -1.3708 0.0910
O -1.1442 -0.1307 -0.6651
O -1.0995 -1.5619 1.3761
P 0.5227 -1.5529 1.7596
O 0.4623 -1.1009 3.2218
O 1.2237 -2.6995 1.2507
O 0.9297 -0.1725 0.9774
H 2.3879 -0.7676 -2.2708
H 0.8864 -1.6567 3.9009
O -0.0699 1.6498 -2.4447
S -0.8687 2.6492 -1.7475
O -1.6815 3.5857 -2.3768
O 1.9910 1.7510 -0.5482
O -0.6715 2.4885 -0.3307
*
```

natural (NBO) population analysis, charges in e, atoms 1 to 6: number 1, Mo, carries 2.11; number 2, O, carries -0.66; number 3, P, carries 2.57; number 4, O, carries -0.83; number 5, O, carries -1.10; number 6, O, carries -1.04



Molecular formula: C3H15NO4
Method: DFT, the ωB97M-V functional and the def2-TZVPD basis

Calculated values
- SMILES: C=C(C)N.O.O.O.O
- Energy: -13033.6052 eV

Geometry as ORCA input:
```
! wB97M-V def2-TZVPD RIJCOSX def2/J DEFGRID3
* xyz 0 1
C 3.1437 -0.5450 0.4913
C 2.0722 -1.3244 0.5512
C 1.3727 -1.3172 1.9111
N 1.4558 -2.0270 -0.4753
H 3.7027 -0.2637 -0.3927
H 3.5038 0.0499 1.3272
H 0.7548 -2.1880 2.1282
H 0.7038 -0.4583 2.0160
H 2.1057 -1.2104 2.7110
H 1.1893 -2.9670 -0.1921
H 2.1182 -2.2718 -1.2080
O -0.5964 3.2224 -0.3658
H -0.8803 2.3667 -0.7321
H -1.1723 3.1683 0.4035
O -2.2521 1.1989 -2.1598
H -1.8388 1.9998 -2.4771
H -2.3919 0.6307 -2.9322
O -4.1540 0.1512 -0.1074
H -4.2672 1.0988 -0.1891
H -3.2285 0.0624 -0.3772
O -0.6601 0.4954 -0.0177
H -0.8652 -0.3735 -0.3771
H 0.1843 0.5018 0.4643
*
```

natural (NBO) population analysis, charges in e, atoms 1 to 6: number 1, C, carries -0.50; number 2, C, carries 0.17; number 3, C, carries -0.65; number 4, N, carries -0.81; number 5, H, carries 0.20; number 6, H, carries 0.20



The orbital gap results, record by record, are as follows: 7.54; 10.36; 8.59; 9.41 eV.
The lowest unoccupied orbital energy results, record by record, are as follows: -0.0423; 0.0326; -0.4171; 0.0190 Eh.
The highest occupied orbital energy results, record by record, are as follows: -8.70; -9.47; -19.94; -8.89 eV.